(1)
27
Properties=species:S:1:pos:R:3:nbo_charge:R:1 method="wB97M-V/def2-TZVPD" lumo_ev=0.48 total_energy_ha=-739.8234 homo_energy_ev=-9.45 homo_lumo_gap_ev=9.93 relative_energy_kcal_mol=12.02 smiles="C[C@H](NC(=O)[C@@H](N)CC(N)=O)C(=O)O"
O 0.73 1.60 0.74 -0.69
O -0.07 -1.47 -1.53 -0.64
O -3.67 1.13 -1.10 -0.57
O -1.65 1.86 -0.59 -0.67
N 2.52 2.62 -0.23 -0.79
N 2.32 -2.24 -0.21 -0.80
N -0.85 -0.61 0.41 -0.64
C 2.29 0.23 -0.37 -0.52
C 1.80 1.55 0.12 0.70
C 1.59 -1.04 0.11 -0.12
C -3.13 -0.78 1.10 -0.61
C -2.22 -0.52 -0.05 -0.17
C 0.14 -1.04 -0.40 0.66
C -2.61 0.93 -0.62 0.78
H 1.56 -0.93 1.21 0.20
H 2.25 3.52 0.19 0.42
H 3.35 0.12 -0.08 0.24
H 3.32 2.60 -0.81 0.41
H -2.92 0.00 1.86 0.20
H -3.00 -1.76 1.60 0.22
H 1.78 -2.99 0.17 0.36
H -2.37 -1.22 -0.87 0.26
H 2.38 0.18 -1.48 0.24
H -0.59 -0.10 1.28 0.43
H -1.00 1.42 0.00 0.51
H -4.18 -0.68 0.78 0.24
H 2.23 -2.38 -1.24 0.37


(2)
9
Properties=species:S:1:pos:R:3:nbo_charge:R:1 method="wB97M-V/def2-TZVPD" lumo_ev=-0.09 total_energy_ha=-700.6802 homo_energy_ev=-10.00 homo_lumo_gap_ev=9.92 relative_energy_kcal_mol=9.87 smiles="O=C(F)C(O)(O)I"
I -1.93 0.74 1.00 -0.02
F 1.14 1.52 1.20 -0.29
O 1.34 1.35 -0.96 -0.50
O 0.37 -1.30 0.86 -0.68
O -0.51 -0.71 -1.14 -0.73
C 0.91 0.97 0.05 0.82
C -0.14 -0.24 0.13 0.39
H -1.05 -0.22 -1.73 0.51
H -0.12 -2.10 0.59 0.50


(3)
23
Properties=species:S:1:pos:R:3:nbo_charge:R:1 method="wB97M-V/def2-TZVPD" lumo_ev=-3.27 total_energy_ha=-329.7844 homo_energy_ev=-14.66 total_charge=+1 homo_lumo_gap_ev=11.39 relative_energy_kcal_mol=60.53
O 2.81 -1.41 -1.56 -0.97
N -0.95 -0.49 -1.14 -0.68
C -1.08 -0.66 0.36 -0.05
C 1.86 1.10 0.42 -0.64
C 0.42 1.61 0.26 -0.43
C -0.82 0.92 0.75 -0.39
C -2.44 -1.27 0.82 -0.64
H 0.25 1.83 -0.76 0.18
H -1.53 0.36 -1.49 0.44
H 0.38 2.58 0.74 0.24
H -3.33 -0.87 0.10 0.23
H -2.47 -2.38 0.77 0.25
H 3.21 -1.22 -0.69 0.48
H -0.02 -0.30 -1.42 0.45
H -2.42 -1.04 1.85 0.25
H 1.60 0.07 0.26 0.18
H 2.21 1.22 1.47 0.23
H -1.41 -1.24 -1.63 0.44
H 3.61 -1.78 -2.10 0.49
H 2.75 1.72 -0.09 0.27
H -0.85 0.85 1.85 0.22
H -0.11 -1.08 0.78 0.24
H -1.65 1.47 0.46 0.21


(4)
83
Properties=species:S:1:pos:R:3:lowdin_charge:R:1 method="wB97M-V/def2-TZVPD" lumo_ev=0.31 total_energy_ha=-9233.5702 homo_energy_ev=-10.16 homo_lumo_gap_ev=10.47 smiles=C[C@H](Cl)[C@H](Cl)BCCF.ClCCCl.ClCCCl.ClCCCl.ClCCCl.ClCCCl.ClCCCl.ClCCCl.ClCCCl
Cl -5.98 4.81 5.67 0.53
Cl 1.77 -0.32 -0.72 0.66
Cl 2.35 3.72 -0.71 0.58
Cl 0.20 -4.00 -3.22 0.57
Cl -1.14 -5.70 4.45 0.55
Cl 2.89 5.39 3.85 0.55
Cl 0.89 2.21 -4.00 0.66
Cl -4.93 7.83 4.49 0.53
Cl -0.51 2.73 1.38 0.58
Cl 5.88 3.82 4.02 0.59
Cl -3.34 -5.24 1.35 0.55
Cl 5.54 2.55 -0.47 0.54
Cl 3.63 -3.02 -6.61 0.56
Cl 0.13 -1.77 -5.69 0.61
Cl 2.66 -6.10 -5.54 0.55
Cl -3.51 4.32 1.36 0.56
Cl -2.79 -3.27 6.16 0.54
Cl -2.34 -5.91 -1.84 0.54
F -3.21 0.09 -3.90 -0.07
C -0.08 -3.53 -5.89 -0.63
C 3.57 4.56 5.27 -0.64
C 0.75 0.72 -3.00 -0.68
C -2.70 -5.86 5.30 -0.65
C 4.01 -5.12 -4.91 -0.64
C 3.15 3.08 0.74 -0.66
C -5.60 6.47 3.54 -0.68
C -1.92 5.04 1.75 -0.64
C -3.52 -4.60 5.22 -0.67
C -2.24 -0.48 -3.06 -0.21
C 3.72 -3.64 -4.94 -0.67
C -1.79 -5.96 0.84 -0.66
C 2.84 -0.70 -3.18 -0.14
C -6.66 5.71 4.29 -0.66
C 4.62 3.42 0.79 -0.68
C -1.31 -5.41 -0.47 -0.69
C 5.07 4.70 5.34 -0.64
C 2.09 0.34 -2.38 -0.72
C -1.83 0.51 -1.97 -0.11
C -0.80 -4.11 -4.70 -0.63
C -0.81 4.43 0.93 -0.66
B -0.39 1.09 -1.96 -0.33
H 2.24 -1.61 -3.27 0.04
H -6.03 6.90 2.64 0.07
H 4.18 -5.44 -3.88 0.08
H -1.99 6.10 1.53 0.08
H -1.76 4.90 2.81 0.07
H 3.78 -0.96 -2.71 0.08
H 3.12 5.01 6.15 0.07
H 4.52 -3.10 -4.44 0.07
H -1.07 -5.73 1.62 0.03
H -1.93 -7.04 0.80 0.07
H -7.43 6.37 4.68 0.07
H 5.01 3.12 1.76 -0.01
H -0.66 -3.69 -6.80 0.08
H -1.03 4.45 -0.13 0.07
H -2.53 1.35 -1.99 0.12
H -0.09 1.89 -1.13 0.01
H -1.01 -5.17 -4.86 0.07
H -1.29 -4.32 -0.46 0.06
H 2.78 -3.42 -4.45 0.01
H 5.37 5.75 5.26 0.07
H 0.49 -0.07 -3.70 0.02
H -1.40 -0.76 -3.69 0.05
H -1.97 0.06 -0.98 0.11
H 5.44 4.29 6.28 0.07
H 2.70 1.23 -2.25 0.06
H 4.89 -5.37 -5.50 0.07
H -0.31 -5.78 -0.68 0.06
H -4.77 5.83 3.26 0.01
H 3.03 -0.30 -4.18 0.09
H 4.79 4.48 0.65 0.07
H -2.49 -6.14 6.32 0.07
H 2.65 3.53 1.60 0.02
H -1.73 -3.59 -4.50 0.07
H -3.25 -6.67 4.81 0.07
H -4.51 -4.78 5.63 0.07
H -7.11 4.98 3.62 0.07
H 3.28 3.51 5.22 0.07
H -2.69 -1.38 -2.64 0.12
H 2.99 2.01 0.76 0.04
H 0.12 4.97 1.11 0.06
H -3.62 -4.26 4.19 0.03
H 0.91 -3.96 -6.01 0.00


(5)
132
Properties=species:S:1:pos:R:3:lowdin_charge:R:1 method="wB97M-V/def2-TZVPD" lumo_ev=3.67 total_energy_ha=-6476.1902 homo_energy_ev=-2.26 total_charge=-2 homo_lumo_gap_ev=5.93 relative_energy_kcal_mol=6.83
Zr -0.38 -0.19 -0.45 0.50
S 6.30 -2.30 -7.49 0.38
S 0.06 2.28 -1.60 0.19
S -2.17 0.68 1.05 0.23
S -2.38 -1.72 -1.39 0.26
S 0.99 1.00 1.47 0.32
P -0.62 1.59 2.61 0.42
P 1.96 2.98 -1.22 0.50
P 1.76 -2.15 0.01 1.03
P -2.44 0.09 -2.32 0.35
Si -0.85 -1.75 1.81 0.44
O 6.41 -1.78 -8.83 -0.37
O 2.36 3.44 -2.76 -0.42
O 6.88 -3.62 -7.30 -0.37
O 1.77 4.50 -0.58 -0.39
O -2.17 -0.25 -3.90 -0.38
O 6.60 -1.36 -6.43 -0.37
O -3.97 0.61 -2.42 -0.35
N 3.84 -2.10 -6.31 0.18
N 0.60 -0.93 -2.68 -0.05
N 4.01 -3.48 -8.23 0.12
C 3.21 -1.20 0.60 -0.39
C -2.20 0.03 6.03 -0.10
C 1.50 1.60 4.55 -0.13
C -2.37 -1.30 5.71 -0.09
C -1.84 0.89 -4.71 -0.31
C 1.53 -3.33 1.38 -0.40
C 3.75 3.76 -2.92 -0.34
C 1.93 -3.28 -7.08 -0.01
C 3.97 -3.50 -3.19 -0.07
C -1.62 0.88 5.10 -0.11
C 2.72 -3.78 -8.11 -0.13
C -2.24 -3.03 1.56 -0.28
C 3.57 -0.06 -0.12 -0.19
C 1.48 -4.79 3.72 -0.09
C 2.19 4.61 0.79 -0.36
C 3.53 -2.75 -2.12 -0.07
C 0.73 3.80 4.06 -0.10
C 0.59 -3.74 3.52 -0.09
C 0.56 -3.00 2.33 -0.26
C 4.99 -0.74 2.15 -0.08
C 2.31 -5.17 -2.70 -0.09
C -4.37 1.67 -1.53 -0.32
C 4.65 0.72 0.28 -0.08
C -1.94 5.09 1.03 -0.08
C 0.28 -2.11 -3.22 -0.19
C -1.31 0.38 -6.03 -0.07
C 3.37 -4.71 -3.49 -0.08
C 3.63 5.08 0.88 -0.09
C 2.57 3.49 5.58 -0.12
C -3.46 4.53 2.80 -0.10
C -1.20 3.96 1.31 -0.12
C 2.47 -3.18 -1.33 -0.36
C -1.94 -1.77 4.47 -0.12
C -1.24 0.41 3.85 -0.38
C 2.19 -0.65 -4.46 0.01
C 1.84 -1.88 -5.01 -0.16
C 3.93 -1.53 1.74 -0.07
C -1.36 -0.95 3.50 -0.28
C 1.53 -0.21 -3.33 -0.15
C 2.46 2.11 5.40 -0.09
C 0.85 -2.61 -4.37 -0.01
C 1.70 4.33 4.91 -0.10
C 2.41 -4.40 1.55 -0.12
C 4.52 -2.65 -7.31 -0.35
C 4.54 2.54 -3.34 -0.08
C -3.07 5.39 1.78 -0.11
C 5.36 0.38 1.42 -0.08
C -1.59 3.10 2.33 -0.42
C 2.38 -5.14 2.72 -0.10
C -2.73 3.39 3.07 -0.09
C -3.93 3.01 -2.06 -0.09
C 0.61 2.43 3.86 -0.35
C 2.56 -2.44 -6.18 -0.23
C 1.86 -4.40 -1.64 -0.12
H 5.61 2.74 -3.36 0.08
H -1.10 1.21 -6.71 0.08
H -3.66 6.28 1.56 0.09
H -3.94 1.49 -0.54 0.01
H 3.06 -5.97 2.86 0.10
H 4.24 2.21 -4.34 0.07
H -0.35 3.71 0.68 0.04
H -2.03 -0.29 -6.50 0.08
H 1.51 5.33 1.27 0.11
H 2.97 -0.05 -4.91 0.12
H -4.35 4.75 3.38 0.09
H -1.09 1.50 -4.19 0.07
H 3.64 -2.38 2.34 0.10
H 1.46 -5.34 4.65 0.09
H -2.51 0.41 7.00 0.09
H -2.31 -3.73 2.40 0.01
H -2.83 -1.99 6.41 0.09
H 3.75 6.06 0.42 0.07
H 3.14 1.44 5.91 0.09
H 0.55 -3.59 -4.72 0.12
H 0.88 -3.53 -7.00 0.10
H 1.03 -4.76 -1.04 0.11
H 1.83 -6.11 -2.93 0.10
H 1.76 0.76 -2.92 0.03
H 4.37 1.71 -2.65 0.05
H -3.07 2.71 3.84 0.10
H 2.30 -4.44 -8.86 0.10
H 5.53 -1.00 3.05 0.10
H -2.74 1.50 -4.86 0.11
H 1.77 5.40 5.04 0.09
H -3.19 -2.51 1.45 0.02
H 3.72 -5.30 -4.33 0.11
H 1.44 0.53 4.41 0.10
H -2.84 3.05 -2.13 0.04
H 3.33 3.90 6.24 0.09
H 0.06 4.48 3.56 0.09
H 3.95 5.14 1.93 0.07
H 6.19 0.99 1.75 0.10
H -1.64 5.74 0.22 0.11
H 2.07 3.66 1.32 0.06
H -0.38 -0.18 -5.88 0.06
H -5.45 1.59 -1.45 0.11
H 4.15 4.18 -1.99 0.08
H -0.48 -2.68 -2.69 0.04
H 3.00 0.26 -0.98 0.05
H -4.35 3.20 -3.05 0.07
H 4.78 -3.13 -3.82 0.11
H 4.88 1.61 -0.29 0.09
H -4.24 3.81 -1.38 0.07
H -1.45 1.92 5.36 0.11
H -0.09 -3.50 4.32 0.08
H 3.14 -4.64 0.79 0.11
H -2.10 -2.82 4.25 0.08
H -2.07 -3.61 0.66 -0.01
H 3.80 4.54 -3.67 0.11
H 4.02 -1.81 -1.90 0.10
H 4.28 4.37 0.37 0.05


(6)
68
Properties=species:S:1:pos:R:3:nbo_charge:R:1 method="wB97M-V/def2-TZVPD" lumo_ev=2.26 total_energy_ha=-6483.9863 homo_energy_ev=-4.48 total_charge=-1 homo_lumo_gap_ev=6.74 relative_energy_kcal_mol=12.99
Br -3.74 -4.35 -2.68 0.04
K 0.35 -0.04 0.06 0.88
S 0.66 -2.76 -1.41 -0.46
S 1.01 -0.84 3.35 2.26
S 3.16 0.31 1.99 2.26
F 5.49 0.23 0.87 -0.32
F 4.38 -1.62 0.70 -0.30
F 0.70 -3.22 2.31 -0.30
F 5.30 -1.09 2.58 -0.31
F -0.45 -2.84 4.10 -0.32
F 1.68 -3.23 4.24 -0.31
O 3.59 1.33 2.91 -0.92
O 1.02 -0.33 4.69 -0.93
O 2.58 0.76 0.75 -0.97
O -0.06 -0.38 2.49 -0.98
N 2.40 -0.90 2.64 -1.26
N -0.05 -1.20 -3.58 -0.50
N -2.25 1.52 1.00 -0.76
N -0.01 -0.12 -2.77 -0.20
N -0.15 2.39 -1.41 -0.44
N -2.39 -1.31 -0.27 -0.43
N -0.10 -3.42 -3.85 -0.82
N -2.18 3.30 2.44 -0.45
C -2.64 2.70 1.29 0.47
C -3.57 3.50 0.41 -0.69
C 0.46 3.43 -3.47 -0.25
C -0.13 3.59 -0.84 0.05
C -3.31 -2.97 1.19 -0.25
C 0.73 -2.64 3.50 0.72
C -2.40 4.70 2.75 -0.20
C -3.63 -3.77 0.11 -0.21
C 0.15 -2.38 -3.00 0.27
C -1.52 5.70 1.99 -0.62
C 4.67 -0.61 1.51 0.72
C -2.69 -2.08 -1.31 0.03
C 0.17 4.77 -1.52 -0.28
C 0.48 4.67 -2.87 -0.17
C 0.15 0.99 -3.38 -0.05
C -3.32 -3.31 -1.15 -0.12
C 0.15 2.30 -2.71 0.18
C -2.70 -1.74 0.96 0.04
C -1.33 2.53 3.34 -0.22
C 0.16 2.76 3.17 -0.62
H 0.30 0.99 -4.47 0.16
H -2.67 1.17 0.15 0.36
H 0.48 2.49 2.16 0.21
H -1.70 6.71 2.36 0.20
H -2.40 -1.73 -2.29 0.22
H -2.21 4.81 3.82 0.20
H 0.72 5.56 -3.44 0.21
H -0.12 -3.19 -4.83 0.38
H 0.17 5.71 -1.00 0.21
H -0.46 5.47 2.14 0.21
H -1.73 5.68 0.92 0.20
H 0.72 2.14 3.87 0.24
H -1.54 1.48 3.16 0.26
H 0.44 3.80 3.35 0.19
H -3.45 4.97 2.60 0.19
H 0.69 3.32 -4.52 0.21
H -4.05 2.83 -0.29 0.23
H -0.39 3.61 0.21 0.20
H -2.43 -1.08 1.77 0.22
H 0.33 -4.29 -3.59 0.39
H -4.35 4.02 0.97 0.21
H -1.63 2.77 4.36 0.18
H -4.11 -4.73 0.24 0.22
H -3.02 4.24 -0.17 0.23
H -3.52 -3.29 2.20 0.22


(7)
68
Properties=species:S:1:pos:R:3:nbo_charge:R:1 method="wB97M-V/def2-TZVPD" lumo_ev="-7.33 / -8.26" total_energy_ha=-6596.5861 homo_energy_ev="-13.98 / -14.09" total_charge=+2 homo_lumo_gap_ev="6.65 / 5.83" relative_energy_kcal_mol=7.37 spin_multiplicity=2 s2=0.79
Pd 0.93 0.43 -0.70 0.45
Br 2.62 -1.57 -0.88 0.14
Ge -1.01 -0.79 -0.49 0.13
Si -2.11 1.28 0.41 1.38
Si -1.34 -0.50 -3.16 1.63
Si -1.60 -3.07 0.17 1.38
N 2.12 2.32 -0.26 -0.61
N 2.57 2.31 -2.54 -0.81
N 1.51 -0.88 1.53 -0.49
C -0.67 1.15 -3.64 -1.19
C -1.60 2.77 -0.58 -1.14
C 2.43 4.28 1.09 -0.28
C -0.63 -4.18 -0.96 -1.14
C 1.46 -0.75 2.86 0.04
C -3.43 -3.07 -0.11 -1.13
C -0.27 -1.88 -3.76 -1.17
C -3.92 0.88 0.34 -1.14
C 2.62 -1.36 1.03 0.14
C 3.68 -1.54 3.12 -0.12
C 2.77 5.01 -0.05 -0.10
C 2.11 2.96 0.93 0.06
C 2.51 -1.07 3.71 -0.01
C -1.15 -3.24 1.95 -1.13
C 2.82 4.37 -1.27 -0.28
C 2.52 3.01 -1.34 0.39
C 3.75 -1.70 1.74 -0.25
C -3.15 -0.69 -3.33 -1.17
C 2.38 -0.89 5.20 -0.64
C -1.44 1.41 2.14 -1.14
H 1.46 -1.34 5.56 0.24
H 3.02 6.06 0.02 0.25
H -4.48 1.75 0.72 0.28
H 1.82 2.35 1.78 0.20
H -0.63 2.64 -1.05 0.24
H -3.92 -2.30 0.48 0.25
H -0.78 -2.85 -3.72 0.27
H -0.07 -3.13 2.09 0.25
H -3.70 0.13 -2.85 0.26
H -1.19 -4.40 -1.88 0.25
H -0.35 1.35 2.13 0.23
H -3.85 -4.04 0.19 0.28
H -3.52 -1.64 -2.94 0.26
H 4.64 -2.09 1.26 0.26
H -1.44 -4.23 2.30 0.27
H -3.38 -0.66 -4.40 0.29
H 2.96 2.84 -3.31 0.40
H 0.25 1.39 -3.10 0.26
H 0.64 -1.96 -3.16 0.25
H 0.01 -1.68 -4.79 0.28
H -1.82 0.62 2.79 0.25
H -0.42 1.12 -4.71 0.28
H 3.11 4.90 -2.17 0.24
H -1.73 2.37 2.58 0.27
H -4.26 0.68 -0.68 0.25
H -1.52 3.63 0.09 0.27
H -1.39 1.96 -3.48 0.27
H -4.17 0.03 0.97 0.25
H -2.33 3.03 -1.36 0.26
H 4.54 -1.79 3.73 0.25
H 0.53 -0.37 3.27 0.21
H -1.67 -2.50 2.56 0.25
H 0.33 -3.73 -1.23 0.24
H -3.69 -2.93 -1.16 0.24
H 2.99 1.40 -2.46 0.39
H 3.21 -1.35 5.73 0.24
H 2.36 0.17 5.46 0.24
H 2.41 4.74 2.07 0.25
H -0.42 -5.14 -0.47 0.27


(8)
27
Properties=species:S:1:pos:R:3:lowdin_spin:R:1 method="wB97M-V/def2-TZVPD" lumo_ev="-14.19 / -14.15" total_energy_ha=-1706.5368 homo_energy_ev="-18.19 / -18.19" total_charge=+3 homo_lumo_gap_ev="4.00 / 4.04" relative_energy_kcal_mol=10.33 spin_multiplicity=2 s2=0.75
Ce -0.33 -0.09 -1.59 1.01
S 1.74 -0.76 2.83 0.00
O 2.96 -0.42 -2.97 0.00
O -0.14 -0.94 -5.00 0.01
O -3.61 -0.64 -3.10 0.00
O -0.08 2.50 -4.00 0.00
N 0.36 -0.41 0.65 -0.01
N 1.90 -2.19 0.51 0.00
C 0.56 0.59 2.77 0.00
C -2.57 -0.48 -2.62 0.00
C -0.33 -0.78 -3.86 0.00
C -0.18 1.75 -3.11 0.00
C 1.91 -0.30 -2.48 0.00
C -1.30 2.59 2.11 0.00
C -1.01 1.59 1.16 0.00
C 1.30 -1.20 1.21 0.00
C -0.10 0.60 1.53 0.00
C 0.27 1.58 3.71 0.00
C -0.68 2.56 3.36 0.00
H -0.36 -5.05 -0.95 0.00
H 0.77 1.58 4.68 0.00
H -0.93 3.32 4.09 0.00
H 2.53 -2.80 1.02 0.00
H 1.54 -2.47 -0.41 0.00
H -2.00 3.39 1.88 0.00
H -0.77 -5.08 -1.57 0.00
H -1.46 1.56 0.15 0.00


(9)
29
Properties=species:S:1:pos:R:3:nbo_charge:R:1 method="wB97M-V/def2-TZVPD" lumo_ev=-4.33 total_energy_ha=-1166.3947 homo_energy_ev=-12.82 total_charge=+1 homo_lumo_gap_ev=8.49 relative_energy_kcal_mol=60.68
S -2.97 0.73 0.79 0.24
S -2.54 -1.36 0.82 0.21
N 0.03 -0.08 0.46 -0.45
C -1.86 -0.18 -1.76 -0.70
C 1.99 -1.27 1.16 -0.62
C 0.35 -2.50 -0.28 -0.62
C 0.97 -1.12 0.04 -0.07
C -0.31 2.23 1.08 -0.61
C -1.83 -0.15 -0.27 -0.05
C 0.69 1.81 -0.99 -0.62
C 0.57 1.29 0.39 -0.08
H -0.30 -0.11 1.49 0.45
H -0.27 -2.64 -1.18 0.22
H -0.26 2.14 -1.48 0.21
H 2.52 -0.33 1.27 0.22
H -1.10 2.50 0.49 0.21
H 1.32 2.79 -0.90 0.26
H 1.36 -0.83 -0.94 0.22
H 1.01 1.02 -1.67 0.22
H -0.27 -2.84 0.56 0.21
H 0.18 3.10 1.35 0.25
H -0.66 1.86 2.14 0.22
H 1.58 1.16 0.73 0.22
H -1.76 0.93 -1.96 0.25
H -2.82 -0.67 -1.96 0.28
H 1.43 -1.62 2.06 0.22
H 2.81 -1.93 0.94 0.25
H -1.04 -0.78 -2.08 0.24
H 1.16 -3.15 -0.30 0.24